Entry 1:
{
  "formula": "C25H45ClIMoP",
  "method": "the ωB97M-V functional and the def2-TZVPD basis",
  "symbols": ["Mo", "Cl", "P", "C", "H", "H", "C", "C", "C", "H", "C", "H", "H", "C", "H", "H", "C", "H", "H", "C", "H", "H", "H", "H", "C", "C", "H", "C", "H", "H", "C", "H", "H", "C", "H", "H", "C", "H", "H", "H", "H", "C", "H", "C", "H", "H", "C", "H", "H", "C", "H", "H", "C", "H", "H", "H", "H", "C", "C", "H", "C", "H", "C", "H", "H", "C", "H", "H", "C", "H", "H", "H", "H", "I"],
  "xyz": [[-0.21, 1.37, 2.29], [1.05, 2.18, 4.14], [-0.20, -0.30, 0.39], [2.67, -0.02, 1.24], [3.04, -0.94, 0.81], [2.23, 0.00, 2.27], [-2.00, 0.18, 0.54], [-0.12, -2.14, 0.82], [-2.95, -0.17, -0.65], [-2.39, -0.37, 1.41], [-4.39, 0.18, -0.26], [-2.66, 0.40, -1.54], [-2.89, -1.24, -0.91], [-4.55, 1.64, 0.19], [-5.05, -0.02, -1.10], [-4.70, -0.48, 0.56], [-3.52, 2.07, 1.22], [-4.45, 2.29, -0.69], [-5.54, 1.79, 0.60], [-2.08, 1.69, 0.81], [-3.53, 3.15, 1.39], [-3.71, 1.59, 2.19], [-1.79, 2.23, -0.11], [-1.54, 2.23, 1.72], [0.24, -0.26, -1.47], [1.14, -2.81, 0.26], [-0.04, -2.09, 1.93], [1.35, -4.20, 0.87], [1.09, -2.88, -0.84], [2.02, -2.22, 0.49], [0.12, -5.09, 0.67], [2.23, -4.65, 0.41], [1.56, -4.08, 1.94], [-1.19, -4.40, 1.07], [0.07, -5.39, -0.38], [0.25, -6.00, 1.26], [-1.36, -2.98, 0.50], [-2.04, -5.02, 0.74], [-1.25, -4.34, 2.16], [-1.50, -3.04, -0.59], [-2.27, -2.53, 0.92], [0.00, 1.10, -2.14], [1.33, -0.44, -1.40], [0.63, 1.15, -3.54], [-1.08, 1.28, -2.22], [0.41, 1.93, -1.54], [0.16, 0.01, -4.45], [0.40, 2.11, -4.00], [1.72, 1.10, -3.44], [0.22, -1.35, -3.77], [-0.87, 0.21, -4.78], [0.77, -0.01, -5.36], [-0.38, -1.36, -2.35], [-0.29, -2.10, -4.38], [1.27, -1.68, -3.70], [-1.46, -1.19, -2.43], [-0.25, -2.36, -1.92], [1.38, 2.20, 1.06], [2.81, 1.22, 0.60], [0.82, 2.21, 0.11], [4.12, 1.92, 0.99], [2.69, 1.22, -0.50], [4.00, 2.97, 2.12], [4.86, 1.15, 1.28], [4.47, 2.43, 0.08], [3.09, 4.11, 1.75], [3.69, 2.53, 3.09], [5.02, 3.36, 2.29], [1.64, 3.66, 1.36], [3.04, 4.81, 2.59], [3.55, 4.65, 0.91], [0.97, 4.11, 2.11], [1.44, 4.25, 0.44], [-1.34, -0.51, 3.90]],
  "homo_ha": [-0.237, -0.223],
  "de_lowest_kj_mol": 527.3,
  "multiplicity": 3,
  "s_squared": 2.269,
  "e_tot_ha": -2146.84465,
  "gap_ev": [4.4427, 4.4328]
}

Entry 2:
{
  "formula": "C8H12N2O2S2",
  "method": "the ωB97M-V functional and the def2-TZVPD basis",
  "symbols": ["C", "O", "C", "C", "S", "C", "C", "N", "C", "N", "C", "C", "O", "S", "H", "H", "H", "H", "H", "H", "H", "H", "H", "H", "H", "H"],
  "xyz": [[-0.61, -5.13, -0.74], [-0.81, -4.93, 0.60], [-1.63, -3.76, 1.10], [-0.68, -2.48, 0.81], [0.02, -2.20, -1.08], [0.16, -0.47, -0.66], [1.32, 0.18, -0.33], [1.41, 1.51, -0.07], [0.20, 1.93, -0.07], [-0.09, 3.21, 0.61], [0.75, 4.44, 0.67], [2.27, 4.40, 0.69], [0.27, 5.48, 0.99], [-1.10, 0.88, -0.78], [-1.45, -4.80, -1.51], [-0.41, -6.18, -0.96], [0.41, -4.67, -0.91], [-1.60, -3.66, 2.38], [-2.59, -3.76, 0.57], [0.02, -2.29, 1.74], [-1.37, -1.45, 0.86], [2.18, -0.60, -0.54], [-1.09, 3.18, 0.72], [2.54, 5.36, 1.00], [2.26, 3.51, 1.38], [2.85, 4.30, -0.27]],
  "homo_ha": -0.323,
  "de_lowest_kj_mol": 465.7,
  "e_tot_ha": -1368.22384,
  "gap_ev": 9.1551
}

Entry 3:
{
  "formula": "C38H48CuN8O4P2S2Te",
  "method": "the ωB97M-V functional and the def2-TZVPD basis",
  "symbols": ["Cu", "S", "N", "C", "C", "C", "C", "C", "N", "C", "C", "N", "C", "C", "C", "C", "C", "N", "H", "H", "H", "H", "H", "H", "C", "C", "C", "C", "C", "C", "C", "C", "C", "S", "C", "N", "H", "H", "H", "H", "H", "H", "H", "H", "O", "P", "N", "C", "C", "C", "C", "N", "C", "C", "C", "C", "N", "C", "C", "C", "C", "H", "H", "H", "H", "H", "H", "H", "H", "H", "H", "H", "H", "H", "H", "H", "H", "H", "H", "H", "H", "H", "H", "H", "H", "C", "C", "O", "P", "O", "Te", "O", "C", "C", "H", "H", "H", "H", "H", "H", "H", "H", "H", "H"],
  "xyz": [[2.78, 0.64, 2.42], [7.92, 0.57, -3.05], [8.03, 0.05, -1.51], [6.90, 0.52, -0.88], [6.54, 0.17, 0.49], [7.41, -0.57, 1.37], [6.92, -0.89, 2.63], [5.57, -0.67, 2.99], [4.78, 0.02, 2.19], [5.22, 0.36, 0.92], [4.34, 1.10, 0.06], [3.11, 1.33, 0.58], [2.17, 1.97, -0.12], [2.42, 2.43, -1.45], [3.67, 2.16, -2.04], [4.66, 1.54, -1.24], [5.94, 1.08, -1.79], [6.36, 1.14, -3.05], [8.48, -0.85, 1.12], [7.50, -1.50, 3.31], [5.20, -1.10, 3.95], [1.19, 2.12, 0.35], [1.59, 2.89, -1.97], [3.92, 2.45, -3.07], [3.87, 2.06, 5.13], [3.07, 0.83, 5.42], [2.84, 0.43, 6.73], [2.01, -0.63, 7.07], [1.34, -1.28, 6.04], [0.40, -2.24, 6.29], [-0.12, -2.97, 5.25], [0.11, -2.56, 3.93], [1.01, -1.51, 3.62], [0.93, -0.78, 2.09], [1.68, -0.87, 4.67], [2.46, 0.14, 4.42], [4.81, 1.69, 4.68], [3.34, 2.65, 4.36], [4.01, 2.66, 6.02], [3.31, 1.05, 7.51], [1.74, -0.84, 8.09], [0.20, -2.57, 7.28], [-0.78, -3.78, 5.45], [-0.30, -3.09, 3.10], [-1.55, -1.31, -3.00], [-2.70, -1.68, -3.79], [-3.64, -0.34, -4.28], [-4.75, -0.35, -5.21], [-5.37, 1.06, -5.14], [-4.24, 1.93, -4.56], [-3.43, 0.96, -3.66], [-3.79, -2.63, -2.79], [-5.16, -2.30, -2.52], [-5.35, -2.78, -1.08], [-4.31, -3.92, -0.84], [-3.28, -3.66, -1.94], [-2.30, -2.58, -5.15], [-3.28, -3.32, -5.82], [-2.46, -4.43, -6.62], [-0.94, -4.26, -6.25], [-0.94, -2.87, -5.58], [-5.38, -1.16, -5.00], [-4.36, -0.51, -6.26], [-6.23, 1.02, -4.47], [-5.80, 1.37, -6.07], [-4.52, 2.74, -3.91], [-3.65, 2.33, -5.44], [-3.86, 0.93, -2.65], [-2.35, 1.17, -3.58], [-5.77, -2.96, -3.16], [-5.51, -1.31, -2.67], [-6.41, -3.12, -1.09], [-5.20, -1.86, -0.41], [-4.73, -4.92, -0.84], [-3.98, -3.85, 0.24], [-3.00, -4.57, -2.52], [-2.35, -3.36, -1.42], [-3.76, -2.68, -6.57], [-4.03, -3.78, -5.13], [-2.58, -4.31, -7.73], [-2.88, -5.44, -6.41], [-0.21, -4.33, -7.13], [-0.61, -5.00, -5.50], [-0.72, -2.03, -6.31], [-0.27, -2.67, -4.76], [-1.47, 4.26, -0.18], [-0.90, 4.69, 1.22], [0.19, 3.80, 1.53], [0.22, 3.02, 2.92], [1.63, 2.47, 2.98], [-1.33, 1.14, 2.90], [-0.10, 4.32, 3.80], [0.07, 4.48, 5.25], [-1.19, 3.93, 5.97], [-2.17, 5.05, -0.47], [-1.96, 3.28, 0.01], [-0.65, 4.17, -0.92], [-1.61, 4.60, 2.05], [-0.49, 5.68, 1.23], [0.39, 5.53, 5.36], [0.95, 3.86, 5.51], [-0.91, 3.36, 6.84], [-1.66, 3.17, 5.34], [-1.95, 4.65, 6.30]],
  "homo_ha": [-0.226, -0.230],
  "multiplicity": 2,
  "s_squared": 0.770,
  "e_tot_ha": -5603.54090,
  "gap_ev": [5.3656, 5.4181]
}

Entry 4:
{
  "formula": "C20H24ClN3O2",
  "method": "the ωB97M-V functional and the def2-TZVPD basis",
  "symbols": ["C", "C", "C", "O", "C", "C", "C", "C", "C", "O", "N", "C", "C", "N", "C", "C", "C", "C", "N", "C", "C", "Cl", "C", "C", "C", "C", "H", "H", "H", "H", "H", "H", "H", "H", "H", "H", "H", "H", "H", "H", "H", "H", "H", "H", "H", "H", "H", "H", "H", "H"],
  "xyz": [[1.75, 5.90, -5.92], [0.53, 5.18, -5.36], [0.93, 3.90, -4.63], [-0.26, 3.29, -4.16], [-0.18, 2.10, -3.51], [1.01, 1.42, -3.23], [0.96, 0.20, -2.57], [-0.24, -0.35, -2.16], [-0.26, -1.71, -1.54], [0.28, -2.66, -2.09], [-0.94, -1.83, -0.37], [-1.30, -0.75, 0.51], [-0.44, -0.79, 1.78], [-0.62, -2.08, 2.41], [-0.32, -2.19, 3.78], [0.55, -1.34, 4.44], [0.79, -1.45, 5.80], [0.17, -2.44, 6.55], [0.35, -2.53, 7.92], [-0.71, -3.31, 5.90], [-0.96, -3.17, 4.55], [-2.13, -4.22, 3.83], [-0.17, -3.15, 1.54], [-1.02, -3.13, 0.27], [-1.43, 0.32, -2.46], [-1.39, 1.53, -3.13], [2.28, 5.27, -6.62], [1.45, 6.81, -6.43], [2.43, 6.17, -5.12], [0.00, 5.82, -4.66], [-0.16, 4.92, -6.17], [1.60, 4.13, -3.80], [1.45, 3.22, -5.32], [1.96, 1.82, -3.52], [1.88, -0.33, -2.37], [-1.18, 0.21, 0.01], [-2.35, -0.88, 0.80], [-0.76, -0.01, 2.46], [0.61, -0.61, 1.49], [1.07, -0.57, 3.89], [1.47, -0.77, 6.28], [1.19, -2.10, 8.28], [0.11, -3.40, 8.35], [-1.23, -4.07, 6.46], [-0.27, -4.11, 2.04], [0.89, -3.01, 1.26], [-0.66, -3.88, -0.44], [-2.06, -3.33, 0.53], [-2.38, -0.11, -2.19], [-2.30, 2.06, -3.37]],
  "homo_ha": -0.279,
  "de_lowest_kj_mol": 37.7,
  "e_tot_ha": -1551.47841,
  "gap_ev": 8.3568
}

Entry 5:
{
  "formula": "CH3NOP2S",
  "method": "the ωB97M-V functional and the def2-TZVPD basis",
  "symbols": ["C", "N", "O", "P", "P", "S", "H", "H", "H"],
  "xyz": [[-1.21, 0.68, 1.05], [-2.25, 0.03, 0.78], [0.70, -0.21, -0.32], [-0.06, 1.20, -0.37], [2.18, -0.93, 0.19], [-2.94, -0.78, -0.34], [-1.23, 1.16, 2.07], [-1.10, 0.72, -1.23], [1.65, -2.18, 0.49]],
  "homo_ha": [-0.306, -0.313],
  "de_lowest_kj_mol": 387.0,
  "e_tot_ha": -1250.67219,
  "gap_ev": [7.1736, 7.3089]
}

Entry 6:
{
  "formula": "C3H2FGaO",
  "method": "the ωB97M-V functional and the def2-TZVPD basis",
  "symbols": ["C", "O", "C", "C", "F", "H", "H", "Ga"],
  "xyz": [[-1.25, -0.05, 0.14], [0.88, 1.66, 0.21], [1.12, 0.49, -0.11], [-0.03, -0.45, -0.23], [-2.35, -0.78, -0.12], [-1.48, 0.82, 0.76], [0.16, -1.51, -0.42], [2.96, -0.18, -0.23]],
  "homo_ha": [-0.539, -0.564],
  "de_lowest_kj_mol": 0.0,
  "multiplicity": 2,
  "s_squared": 0.762,
  "e_tot_ha": -2215.01300,
  "gap_ev": [8.0728, 7.5933],
  "total_charge": 1
}

Entry 7:
{
  "formula": "C22H48BBr18N3O8",
  "method": "the ωB97M-V functional and the def2-TZVPD basis",
  "symbols": ["N", "H", "H", "H", "H", "N", "H", "H", "H", "H", "N", "H", "H", "H", "H", "O", "C", "O", "B", "O", "C", "O", "O", "C", "O", "C", "O", "O", "Br", "C", "C", "Br", "H", "H", "H", "H", "Br", "C", "C", "Br", "H", "H", "H", "H", "Br", "C", "C", "Br", "H", "H", "H", "H", "Br", "C", "C", "Br", "H", "H", "H", "H", "Br", "C", "C", "Br", "H", "H", "H", "H", "Br", "C", "C", "Br", "H", "H", "H", "H", "Br", "C", "C", "Br", "H", "H", "H", "H", "Br", "C", "C", "Br", "H", "H", "H", "H", "Br", "C", "C", "Br", "H", "H", "H", "H"],
  "xyz": [[2.17, -15.21, 10.00], [2.32, -15.55, 9.05], [2.63, -14.31, 10.05], [2.48, -15.88, 10.71], [1.18, -14.97, 9.97], [4.72, -11.32, 6.73], [3.97, -11.39, 7.42], [5.33, -12.11, 6.96], [5.16, -10.43, 6.52], [4.34, -11.68, 5.86], [4.90, -13.25, 0.25], [4.03, -13.76, 0.07], [5.77, -13.58, -0.19], [4.99, -13.24, 1.30], [4.75, -12.27, 0.00], [2.70, -12.30, 3.10], [3.30, -13.09, 3.77], [2.88, -13.48, 4.90], [3.98, -14.17, 5.61], [5.07, -14.25, 4.62], [4.69, -13.64, 3.50], [5.37, -13.41, 2.54], [4.23, -13.52, 6.88], [3.93, -14.30, 7.86], [3.96, -13.95, 9.02], [3.46, -15.63, 7.31], [3.61, -15.57, 6.00], [3.08, -16.49, 8.02], [11.78, -14.90, -2.84], [11.46, -16.08, -1.36], [12.57, -16.04, -0.30], [14.19, -16.88, -0.98], [11.19, -17.09, -1.65], [10.58, -15.70, -0.83], [12.25, -16.59, 0.58], [12.84, -15.03, 0.01], [4.12, -16.90, -0.68], [3.34, -17.55, 0.98], [4.08, -18.83, 1.36], [3.07, -19.73, 2.80], [2.30, -17.77, 0.75], [3.36, -16.78, 1.75], [5.11, -18.64, 1.63], [4.18, -19.43, 0.46], [10.28, -18.85, 3.92], [10.59, -19.10, 2.00], [11.92, -19.87, 1.94], [12.46, -20.15, 0.06], [10.63, -18.14, 1.49], [9.81, -19.69, 1.53], [11.80, -20.84, 2.43], [12.75, -19.48, 2.51], [8.18, -13.81, 12.30], [8.05, -12.48, 10.86], [6.90, -12.81, 9.89], [7.41, -11.71, 8.24], [8.99, -12.72, 10.37], [8.14, -11.45, 11.19], [6.11, -12.37, 10.50], [6.78, -13.81, 9.50], [7.22, -11.57, -2.32], [8.44, -11.75, -0.78], [9.72, -12.33, -1.22], [10.98, -12.56, 0.25], [7.89, -12.33, -0.05], [8.70, -10.76, -0.41], [10.19, -11.91, -2.11], [9.62, -13.32, -1.68], [7.84, -16.74, 9.18], [9.20, -16.21, 7.80], [8.72, -15.93, 6.42], [10.34, -15.48, 5.37], [9.78, -17.13, 7.74], [9.90, -15.50, 8.23], [8.05, -15.08, 6.46], [8.19, -16.79, 6.03], [4.35, -17.26, 10.83], [3.35, -18.90, 10.47], [2.22, -19.16, 11.45], [0.77, -17.83, 11.19], [4.01, -19.76, 10.62], [2.99, -18.92, 9.44], [2.54, -19.03, 12.48], [1.83, -20.17, 11.30], [9.56, -11.03, 5.48], [9.36, -12.81, 4.64], [9.01, -12.59, 3.16], [7.24, -11.67, 2.92], [8.61, -13.29, 5.26], [10.24, -13.44, 4.73], [9.05, -13.58, 2.71], [9.82, -12.04, 2.68], [9.25, -17.67, -3.68], [7.56, -16.82, -3.00], [7.48, -15.35, -3.44], [5.66, -14.68, -3.14], [7.56, -16.88, -1.91], [6.70, -17.32, -3.43], [7.77, -15.12, -4.46], [8.18, -14.80, -2.81]],
  "homo_ha": -0.464,
  "de_lowest_kj_mol": 197.5,
  "e_tot_ha": -47989.96042,
  "gap_ev": 6.6085,
  "total_charge": 2
}

Entry 8:
{
  "formula": "C4H8O3",
  "method": "the ωB97M-V functional and the def2-TZVPD basis",
  "symbols": ["O", "C", "C", "C", "O", "H", "H", "H", "H", "H", "H", "C", "O", "H", "H"],
  "xyz": [[1.98, -0.11, 0.63], [1.00, -0.95, 0.07], [0.22, -0.13, -1.00], [0.08, 1.32, -0.88], [1.12, 0.75, -1.68], [2.37, 0.35, -0.13], [0.43, -1.31, 0.93], [1.46, -1.85, -0.36], [-0.50, -0.58, -1.69], [0.42, 1.83, 0.02], [-0.68, 1.85, -1.45], [-1.98, -0.30, 1.39], [-2.38, -0.01, 0.29], [-2.36, 0.17, 2.31], [-1.18, -1.04, 1.54]],
  "homo_ha": -0.375,
  "de_lowest_kj_mol": 343.3,
  "e_tot_ha": -382.83405,
  "gap_ev": 10.7872
}